Record 1
ORCA calculation (the ωB97M-V functional and the def2-TZVPD basis) on a molecular structure, C4H5NO at a distorted geometry.

energy above the lowest of the compared OMol25 structures with the same formula, charge and spin = 2.104 eV
F_max = 3.90 eV/Å
highest occupied orbital energy = -9.06 eV

ORCA input file:
```
! RIJCOSX wB97M-V def2-TZVPD def2/J DEFGRID3
* xyz 0 1
C -1.237 0.583 0.295
C -0.017 1.050 0.022
C -1.262 -0.874 0.180
C 0.941 -0.013 -0.363
N -0.194 -1.467 -0.119
O 2.066 -0.124 0.387
H -2.101 1.168 0.558
H 0.298 2.078 0.059
H -2.175 -1.432 0.352
H 1.084 -0.102 -1.445
H 2.596 -0.867 0.073
*
```

=====

Record 2
ORCA calculation (the ωB97M-V functional and the def2-TZVPD basis) on a molecular structure, H15LiO8 at a distorted geometry.

energy above the lowest of the compared OMol25 structures with the same formula, charge and spin = 4.398 eV
F_max = 8.24 eV/Å
highest occupied orbital energy = -10.09 eV

ORCA input file:
```
! RIJCOSX wB97M-V def2-TZVPD def2/J DEFGRID3
* xyz 0 1
Li 49.170 42.782 35.334
O 49.992 40.987 35.647
H 51.048 40.826 35.504
O 53.069 39.968 33.111
H 52.350 39.420 33.531
H 53.804 39.552 33.613
O 51.373 41.900 37.785
H 50.907 41.788 37.049
H 50.682 42.170 38.465
O 53.312 42.626 37.065
H 53.102 43.276 36.482
H 52.505 42.160 37.139
O 53.310 38.090 37.066
H 52.368 38.615 37.012
H 52.920 37.332 36.796
O 48.844 39.100 34.181
H 49.709 38.770 33.901
H 49.203 39.901 34.599
O 47.995 40.041 37.153
H 48.566 40.377 36.463
H 48.514 39.832 37.959
O 50.962 38.767 37.477
H 50.693 38.666 38.348
H 50.693 39.505 37.127
*
```

=====

Record 3
ORCA calculation (the ωB97M-V functional and the def2-TZVPD basis) on 10 unconnected molecules or ions with the total composition C5H27NO10 at a distorted geometry.

energy above the lowest of the compared OMol25 structures with the same formula, charge and spin = 3.278 eV
F_max = 2.66 eV/Å
highest occupied orbital energy = -10.05 eV
SMILES = C=CCCC(N)=O.O.O.O.O.O.O.O.O.O

ORCA input file:
```
! RIJCOSX wB97M-V def2-TZVPD def2/J DEFGRID3
* xyz 0 1
C 3.721 2.462 -0.505
C 3.893 1.150 -0.614
C 2.823 0.226 -1.102
C 1.983 -0.325 0.069
C 0.495 -0.393 -0.241
N -0.076 -0.328 -1.463
O -0.208 -0.707 0.734
H 4.465 3.028 0.029
H 2.899 3.002 -0.953
H 4.741 0.685 -0.125
H 2.180 0.620 -1.890
H 3.265 -0.623 -1.638
H 2.181 -1.326 0.434
H 1.946 0.365 0.904
H 0.629 -0.713 -2.084
H -1.023 -0.671 -1.620
O 1.967 3.170 2.056
H 2.122 2.603 1.291
H 1.853 4.047 1.674
O -2.842 -1.376 -1.848
H -2.819 -2.294 -1.474
H -3.183 -1.005 -1.014
O -3.054 3.413 0.074
H -3.623 3.997 -0.442
H -3.455 2.552 -0.094
O -2.520 -3.911 -0.967
H -2.308 -3.644 -0.056
H -1.773 -4.491 -1.161
O -0.177 0.001 3.634
H -0.501 0.769 4.104
H -0.314 0.021 2.681
O -2.721 -1.575 1.063
H -2.661 -1.393 2.008
H -2.018 -1.015 0.671
O -0.639 1.922 0.262
H -0.818 2.872 0.267
H -0.886 1.629 1.146
O -0.804 -1.655 -4.147
H -1.195 -1.411 -3.298
H -1.572 -1.870 -4.684
O 0.073 -2.933 3.015
H 0.057 -1.990 3.237
H -0.102 -2.883 2.067
*
```

=====

Record 4
ORCA calculation (the ωB97M-V functional and the def2-TZVPD basis) on C5H10O2 in the gas phase.

energy above the lowest of the compared OMol25 structures with the same formula, charge and spin = 1.137 eV
F_max = 0.46 eV/Å
highest occupied orbital energy = -10.23 eV
SMILES = O[C@H]1CC[C@H](O)C1

ORCA input file:
```
! RIJCOSX wB97M-V def2-TZVPD def2/J DEFGRID3
* xyz 0 1
O -0.623 2.002 -0.649
C -0.794 0.982 0.324
C -1.413 -0.307 -0.273
C -0.244 -1.307 -0.448
C 1.029 -0.504 -0.162
O 2.068 -1.351 0.284
C 0.557 0.520 0.874
H -0.108 1.626 -1.375
H -1.431 1.434 1.090
H -2.179 -0.717 0.393
H -1.919 -0.061 -1.212
H -0.226 -1.785 -1.431
H -0.293 -2.102 0.305
H 1.351 0.024 -1.079
H 2.645 -0.812 0.840
H 0.428 -0.008 1.828
H 1.241 1.365 1.013
*
```

=====

no.,frontier orbital gap (eV),LUMO (eV)
1,9.6175,0.56
2,8.2707,-1.82
3,10.1854,0.14
4,11.1204,0.89